Entry 1:
Below is 5 unconnected molecules or ions with the total composition C46H61N3O4 in a non-equilibrium geometry, with properties calculated with ωB97M-V with the def2-TZVPD basis set.

Geometry as XYZ:
```
114
C46H61N3O4 (ωB97M-V with the def2-TZVPD basis set)
O -10.72130 1.34521 -1.72200
C -11.19592 1.20794 -2.81303
C -12.31874 2.05904 -3.25461
C -12.96899 3.08636 -2.49449
C -14.04968 3.84831 -3.04957
C -14.58577 3.44422 -4.21124
C -14.00365 2.56276 -4.99255
C -12.82969 1.84287 -4.56457
C -12.22362 0.90096 -5.54982
O -12.66736 0.69468 -6.62503
C -10.97221 0.21541 -5.07696
C -10.19317 -0.56990 -5.93755
C -9.22736 -1.51795 -5.53136
C -8.76979 -1.34653 -4.22161
C -9.37877 -0.47431 -3.33245
C -10.49324 0.32739 -3.74843
H -12.54584 3.24089 -1.51293
H -14.58360 4.53703 -2.41161
H -15.58719 3.72861 -4.49876
H -14.49931 2.28941 -5.91233
H -10.51240 -0.58757 -6.96914
H -8.77388 -2.22158 -6.21376
H -7.90985 -1.97068 -4.02838
H -9.05974 -0.38671 -2.30438
O 0.45113 -3.08162 -2.46700
C 1.29918 -3.81874 -1.84679
C 2.80662 -3.60792 -1.86835
C 3.28883 -2.34759 -2.29382
C 4.67121 -1.97086 -2.29477
C 5.57341 -2.84106 -1.87183
C 5.17326 -4.07307 -1.36486
C 3.78466 -4.44822 -1.36097
C 3.35754 -5.82571 -0.82688
O 4.28421 -6.65956 -0.51580
C 1.92597 -5.98850 -0.53755
C 1.49938 -7.12434 0.17811
C 0.13651 -7.22016 0.44746
C -0.85755 -6.27025 0.08039
C -0.44839 -5.18862 -0.67132
C 0.90508 -5.04734 -1.03336
H 2.64946 -1.61026 -2.75637
H 5.07202 -1.12638 -2.83569
H 6.58705 -2.55907 -2.11558
H 5.82696 -4.82856 -0.95461
H 2.40069 -7.69077 0.36032
H -0.16344 -8.14237 0.92282
H -1.84473 -6.20127 0.51298
H -1.23573 -4.53195 -1.01087
C 4.74521 5.99423 -6.51730
C 3.83376 5.73240 -7.76221
N 2.57889 6.32512 -7.28872
C 1.99473 7.25827 -8.17543
C 0.74853 8.06440 -7.63525
C 1.68730 5.35485 -6.54945
C 0.96220 4.32769 -7.53552
H 4.54789 5.36941 -5.64623
H 4.89160 7.06341 -6.36394
H 5.68336 5.57295 -6.87855
H 4.32720 6.20993 -8.60872
H 3.69558 4.66536 -7.93664
H 2.73401 8.04096 -8.34560
H 1.75692 6.67459 -9.06474
H -0.01264 7.31257 -7.42675
H 1.09691 8.42096 -6.66593
H 0.37628 8.87550 -8.26106
H 1.00095 6.03715 -6.04797
H 2.27608 4.92130 -5.74107
H 1.62158 3.87303 -8.27486
H 0.15130 4.96483 -7.88850
H 0.37703 3.61821 -6.95046
C -3.82488 -8.91415 11.79599
C -4.30691 -8.20745 10.39913
N -3.38641 -7.31931 9.77874
C -2.17953 -7.93898 9.35097
C -2.22068 -8.90775 8.08669
C -4.01607 -6.57118 8.70807
C -4.65888 -5.34977 9.38414
H -4.65132 -9.51149 12.18108
H -3.53412 -8.15889 12.52616
H -2.91997 -9.51829 11.73088
H -4.47852 -9.09228 9.78617
H -5.27361 -7.76067 10.63151
H -1.32871 -7.28572 9.15742
H -1.91228 -8.43346 10.28487
H -2.93752 -9.70996 8.26192
H -2.65143 -8.32848 7.27000
H -1.22474 -9.24757 7.80256
H -4.74232 -7.16365 8.15161
H -3.21964 -6.35095 7.99723
H -5.31803 -5.56867 10.22420
H -5.33923 -4.85416 8.69162
H -3.94873 -4.61284 9.75925
C 11.95255 4.20838 1.23973
C 11.29381 4.22849 2.59986
N 11.94740 5.29727 3.54518
C 11.39554 6.65441 3.04627
C 12.04866 7.84088 3.86162
C 11.53007 5.05190 4.94531
C 10.04673 4.78477 5.28144
H 13.00406 3.92131 1.23747
H 11.83717 5.15058 0.70395
H 11.44655 3.46567 0.62293
H 10.21180 4.29019 2.48348
H 11.56983 3.25199 2.99781
H 11.87847 6.85632 2.09018
H 10.32040 6.54292 2.90580
H 12.09660 8.77005 3.29378
H 11.43127 8.02632 4.74056
H 13.00603 7.50900 4.26336
H 11.77930 5.90794 5.57235
H 12.01507 4.16586 5.35495
H 9.86385 3.86933 5.84413
H 9.56956 4.58556 4.32190
H 9.68219 5.69731 5.75313
```

Calculated values
Total energy = -61345.9349 eV
Total charge = 0
SMILES = O=C1c2ccccc2C(=O)c2ccccc21.O=C1c2ccccc2C(=O)c2ccccc21.CCN(CC)CC.CCN(CC)CC.CCN(CC)CC

=====

Entry 2:
Below is a molecular structure, C46H62BrN5OPRuSb2, with properties calculated with ωB97M-V with the def2-TZVPD basis set.

Geometry as XYZ:
```
119
C46H62BrN5OPRuSb2 (ωB97M-V with the def2-TZVPD basis set)
Ru -0.43654 0.01177 -0.29423
Br -1.18032 -0.31884 2.52421
C 0.28452 -1.08064 3.50545
C 0.01835 -1.29750 4.82451
C 0.92823 -2.02216 5.62046
C 2.02497 -2.58478 5.04305
C 2.30938 -2.38107 3.67028
C 3.41082 -3.04469 3.07418
C 3.69877 -2.88950 1.75056
C 2.95449 -1.96914 0.98951
C 1.91674 -1.27479 1.54905
C 1.47931 -1.53671 2.88369
H -0.90731 -0.94296 5.25718
H 0.71569 -2.16573 6.67075
H 2.69784 -3.20317 5.62349
H 4.01456 -3.69339 3.69651
H 4.52434 -3.42101 1.29664
H 3.23276 -1.75461 -0.03210
C -1.25673 4.08008 0.59123
Sb -0.10613 2.72682 -0.57325
C -0.51441 3.36072 -2.55667
C 1.82776 3.55066 -0.11007
C 2.33453 4.34420 -1.27094
C 1.92403 5.66755 -1.42076
C 2.27585 6.40684 -2.53892
C 3.05011 5.81956 -3.52851
C 3.48860 4.51303 -3.37576
C 3.15266 3.76051 -2.25250
C 3.69297 2.36960 -2.10277
Sb 2.26718 0.79345 -2.45137
C 3.71875 -0.76398 -2.58299
C 2.02701 1.09715 -4.55035
H -2.32625 3.91634 0.50867
H -1.00579 5.07374 0.21742
H -0.94741 3.99410 1.63138
H 0.14901 4.19128 -2.79859
H -1.54980 3.69148 -2.62132
H -0.35199 2.54424 -3.25657
H 2.47222 2.73915 0.21307
H 1.62326 4.18625 0.75268
H 1.32495 6.12820 -0.64134
H 1.95289 7.43513 -2.63350
H 3.33405 6.38432 -4.40677
H 4.12766 4.07354 -4.13339
H 4.10562 2.19982 -1.10619
H 4.49715 2.19405 -2.81877
H 4.42352 -0.48381 -3.36593
H 3.25416 -1.71440 -2.84562
H 4.26047 -0.86309 -1.64514
H 3.01022 1.12820 -5.02015
H 1.51377 2.03899 -4.74188
H 1.45298 0.28204 -4.99086
O 1.21251 0.90172 1.35464
N 1.33394 -0.23753 0.77002
C -5.44724 0.28026 -3.41415
C -4.00740 0.01890 -2.95147
C -3.53150 -1.31076 -3.56417
C -3.09583 1.11931 -3.52609
P -3.80099 -0.04634 -1.09062
N -2.20726 0.09222 -0.79835
C -4.41827 -1.67327 -0.40320
C -5.77539 -2.08251 -0.99820
C -4.58754 -1.60708 1.12380
C -3.37042 -2.76607 -0.66958
C -4.64094 1.39555 -0.26354
C -6.16482 1.23987 -0.15153
C -4.34393 2.66488 -1.07583
C -4.04564 1.60313 1.14010
H -5.45578 0.23252 -4.50535
H -5.80645 1.26954 -3.13621
H -6.15616 -0.46272 -3.05227
H -3.52073 -1.18910 -4.64861
H -4.18940 -2.14676 -3.34407
H -2.52087 -1.57094 -3.25077
H -3.01560 0.95904 -4.60283
H -2.09205 1.07967 -3.10198
H -3.49491 2.11978 -3.38042
H -6.54916 -1.33078 -0.84197
H -6.09774 -2.98833 -0.48052
H -5.73068 -2.31902 -2.05791
H -5.41081 -0.97071 1.43728
H -3.67604 -1.29608 1.63060
H -4.81831 -2.61759 1.46583
H -3.19021 -2.96175 -1.72364
H -3.73983 -3.68994 -0.22009
H -2.42381 -2.51710 -0.18838
H -6.64897 1.05745 -1.10917
H -6.56411 2.17817 0.24016
H -6.45977 0.45400 0.54017
H -4.89824 2.70203 -2.01140
H -3.28109 2.77138 -1.29784
H -4.65548 3.52722 -0.48317
H -4.31901 0.82333 1.84432
H -4.44191 2.54272 1.53154
H -2.95797 1.67982 1.11196
N 0.96223 -6.61230 -2.97760
C 1.14457 -7.46321 -4.04847
C 1.46462 -8.81770 -4.12505
C 1.56404 -9.34713 -5.39217
C 1.35370 -8.56548 -6.54642
C 1.03804 -7.23026 -6.46334
C 0.93350 -6.67131 -5.18497
N 0.63631 -5.37719 -4.81009
C 0.66371 -5.38276 -3.50436
C 0.39443 -4.18706 -2.71459
C 0.16850 -2.98099 -3.38703
C -0.09526 -1.84521 -2.66282
N -0.13120 -1.83268 -1.31860
C 0.07572 -2.98360 -0.66922
C 0.33453 -4.17137 -1.32310
H 1.06617 -6.85585 -2.00981
H 1.62657 -9.42390 -3.24346
H 1.80944 -10.39439 -5.50888
H 1.44494 -9.03535 -7.51649
H 0.87591 -6.62500 -7.34492
H 0.19277 -2.95969 -4.46766
H -0.29345 -0.90232 -3.15437
H 0.03451 -2.94278 0.41075
H 0.47907 -5.06345 -0.72874
```

Calculated values
Spin multiplicity = 6
Energy relative to the best compared isomer or geometry (same formula, charge and spin) = 0.00 kcal/mol
Total charge = +2

=====

Entry 3:
Below is a molecular structure, C46H62N5OPPd in a non-equilibrium geometry, with properties calculated with ωB97M-V with the def2-TZVPD basis set.

Geometry as XYZ:
```
116
C46H62N5OPPd (ωB97M-V with the def2-TZVPD basis set)
Pd -0.87280 -1.52866 0.49303
C 1.06925 -2.46652 -1.74662
N 0.67680 -2.84832 -0.37297
C 1.76415 -2.55825 0.59622
C 0.28041 -4.23891 -0.28018
C 1.11406 -5.26535 -0.67197
C 0.70902 -6.58510 -0.50314
C -0.52298 -6.87415 0.07797
C -1.36776 -5.85688 0.46507
C -0.98947 -4.51456 0.26032
N -1.76658 -3.44525 0.61634
C -3.13487 -3.55884 0.73596
C -3.86897 -4.31279 -0.20303
C -5.24117 -4.25579 -0.22502
C -5.90824 -3.45643 0.70236
C -5.20813 -2.74169 1.66001
C -3.81732 -2.79625 1.71971
N -3.06716 -2.15563 2.71879
C -3.80391 -1.17626 3.50961
C -2.32295 -3.06533 3.60330
H 2.00494 -2.95917 -2.02276
H 0.28997 -2.77290 -2.44035
H 1.19769 -1.38799 -1.76781
H 2.67087 -3.10765 0.32855
H 1.96864 -1.48728 0.57446
H 1.45295 -2.88964 1.59052
H 2.08551 -5.05121 -1.09712
H 1.36712 -7.38838 -0.80234
H -0.81402 -7.90257 0.24024
H -2.30807 -6.07893 0.94970
H -3.33534 -4.87675 -0.95612
H -5.79553 -4.80883 -0.96986
H -6.98848 -3.40647 0.69127
H -5.75978 -2.16600 2.38703
H -4.55537 -1.64271 4.15689
H -3.10060 -0.64925 4.15065
H -4.29335 -0.45531 2.85641
H -3.00270 -3.61181 4.26630
H -1.74356 -3.78442 3.02997
H -1.64093 -2.47870 4.21865
C -1.31488 1.63049 5.02652
C -2.08896 2.36076 4.11741
C -2.12582 2.01536 2.79125
C -1.39949 0.86391 2.34254
C -0.57359 0.16034 3.27849
C -0.54199 0.53991 4.58995
N -1.50374 0.37991 1.11499
N -2.30097 1.09571 0.22082
C -2.60067 0.32777 -0.80339
C -3.46304 0.80229 -1.84010
C -3.77343 -0.00142 -2.90474
C -3.25313 -1.29710 -2.99807
C -2.40214 -1.80450 -2.00291
C -2.08641 -1.00720 -0.94593
H -1.29092 1.92019 6.06766
H -2.65879 3.21104 4.46562
H -2.71674 2.56527 2.07551
H 0.03742 -0.66673 2.92703
H 0.08271 0.01013 5.29625
H -3.85462 1.80587 -1.74666
H -4.42677 0.36565 -3.68396
H -3.50761 -1.92396 -3.84153
H -2.01922 -2.81309 -2.08869
O 1.03009 0.27958 -0.32299
P 1.55097 1.59487 -0.88152
C 1.46898 2.82959 0.46560
C 1.90055 4.28271 0.15783
C 2.26559 5.04241 1.43814
C 1.32249 4.65427 2.56777
C 1.53316 3.18196 2.95627
C 2.06747 2.33928 1.78967
C 3.17263 1.31664 -1.72332
C 4.14280 2.49263 -1.93432
C 4.97524 2.83263 -0.70323
C 5.69253 1.60456 -0.14883
C 4.71930 0.45609 0.10733
C 3.94108 0.11385 -1.15740
C 0.43408 2.21142 -2.19185
C 0.90000 3.47624 -2.96306
C 1.40905 3.14492 -4.36332
C 0.30166 2.52883 -5.22588
C -0.64927 1.66340 -4.38508
C 0.07440 1.08128 -3.17422
H 0.37681 2.82617 0.61354
H 1.07588 4.79685 -0.34043
H 2.74710 4.31407 -0.52649
H 2.23124 6.11456 1.24428
H 3.29478 4.81598 1.73120
H 0.29095 4.81301 2.23476
H 1.46629 5.29796 3.43538
H 0.59134 2.76191 3.30597
H 2.23363 3.11088 3.79087
H 1.83194 1.28367 1.94437
H 3.15279 2.41338 1.75649
H 2.81426 1.02601 -2.71687
H 3.62985 3.37548 -2.31691
H 4.82564 2.18065 -2.73142
H 4.33734 3.26137 0.07116
H 5.69864 3.60742 -0.96194
H 6.22986 1.86289 0.76483
H 6.44562 1.27261 -0.87020
H 4.02007 0.72761 0.90558
H 5.26393 -0.42463 0.45484
H 3.26171 -0.71902 -0.98310
H 4.64746 -0.20722 -1.93008
H -0.47940 2.46006 -1.63593
H 1.65964 4.02544 -2.41388
H 0.05151 4.15947 -3.05109
H 2.25865 2.46038 -4.29380
H 1.79494 4.04823 -4.83632
H 0.74980 1.92892 -6.01941
H -0.26554 3.31876 -5.72022
H -1.07842 0.86679 -4.99551
H -1.49059 2.26545 -4.02870
H 0.97452 0.56079 -3.51992
H -0.53361 0.33330 -2.66676
```

Calculated values
Spin multiplicity = 5
Energy relative to the best compared isomer or geometry (same formula, charge and spin) = 3.67 kcal/mol
Total charge = +2

=====

Entry 4:
Below is 6 unconnected molecules or ions with the total composition C46H62N7O15P, with properties calculated with ωB97M-V with the def2-TZVPD basis set.

Geometry as XYZ:
```
131
C46H62N7O15P (ωB97M-V with the def2-TZVPD basis set)
C -2.91625 -1.76715 -4.66627
C -1.51828 -2.26413 -4.31647
O -1.22896 -2.01141 -2.95261
C -0.68143 -3.11627 -2.23886
C -1.76055 -4.09414 -1.77764
O -2.35363 -3.83748 -0.51341
C -1.52575 -3.82882 0.62872
C -0.40488 -4.89758 0.59244
O 0.79345 -4.41597 0.04544
C 1.83821 -5.35227 0.18921
N -2.40730 -4.12690 1.75000
P -2.18410 -3.21117 3.19752
C -3.40843 -4.09929 4.24287
C -3.87325 -3.24156 5.43392
C -0.57090 -3.75980 3.90825
C -0.26724 -2.91872 5.16288
O -0.92027 -2.59338 0.81631
C -1.67715 -1.44489 0.46476
C -1.02948 -0.23351 1.13447
N 0.43025 -0.30805 1.12711
C 1.16437 0.76752 0.47163
C 2.10990 0.20140 -0.58572
C 3.43300 -0.31046 0.00407
O 2.34996 1.25913 -1.54051
H -3.66745 -2.53638 -4.47870
H -2.98718 -1.45337 -5.70612
H -3.16031 -0.92671 -4.01514
H -0.78177 -1.74244 -4.93840
H -1.44745 -3.33576 -4.52588
H -0.13175 -2.69809 -1.40257
H 0.01942 -3.65332 -2.88225
H -2.58245 -4.02105 -2.49395
H -1.39803 -5.12534 -1.84611
H -0.75243 -5.77972 0.03911
H -0.23621 -5.22493 1.62435
H 2.62499 -5.08158 -0.51102
H 2.24292 -5.32610 1.20682
H 1.50587 -6.36901 -0.04187
H -2.42655 -5.13436 1.88247
H -3.03999 -5.06910 4.58622
H -4.24696 -4.29629 3.57204
H -3.30820 -3.48257 6.33448
H -3.75384 -2.18037 5.21749
H -4.92371 -3.42989 5.65697
H -0.57760 -4.81759 4.18887
H 0.19088 -3.59011 3.14637
H 0.80282 -2.84796 5.34911
H -0.65845 -1.90374 5.04510
H -0.76553 -3.33760 6.03701
H -2.70240 -1.54301 0.83305
H -1.70390 -1.31125 -0.61877
H -1.35554 0.65985 0.59875
H -1.38938 -0.20683 2.16504
H 0.76695 -0.42933 2.06760
H 0.49970 1.49255 -0.00197
H 1.76237 1.32320 1.20350
H 1.61989 -0.62596 -1.10227
H 3.61700 -1.34841 -0.27296
H 3.42845 -0.25757 1.09378
H 4.25399 0.30917 -0.35505
H 2.54206 0.85702 -2.38898
O -0.76137 8.46975 -1.23308
N 0.45047 8.34866 -1.21953
O 1.22678 9.27940 -1.20791
C 1.00331 6.98754 -1.21764
C 0.13311 5.91374 -1.26463
C 0.66011 4.63356 -1.26653
C 2.03480 4.43933 -1.21864
C 2.88713 5.53563 -1.16816
C 2.37453 6.82278 -1.16824
H -0.93348 6.07743 -1.29852
H -0.00347 3.78006 -1.30636
H 2.43057 3.43239 -1.22083
H 3.95788 5.38884 -1.12641
H 3.03120 7.67911 -1.12499
O 1.89049 -6.05604 -3.27990
N 1.71584 -5.23519 -4.15559
O 0.74234 -5.19707 -4.88007
C 2.74372 -4.19645 -4.33838
C 3.87441 -4.23070 -3.54398
C 4.83566 -3.24888 -3.72002
C 4.65281 -2.25777 -4.67562
C 3.50607 -2.24217 -5.45873
C 2.53788 -3.21942 -5.29400
H 3.99851 -5.00940 -2.80690
H 5.72913 -3.25953 -3.11118
H 5.40826 -1.49535 -4.81183
H 3.36444 -1.46859 -6.20071
H 1.63905 -3.22374 -5.89191
O -3.29784 -9.81127 1.04366
N -3.50608 -8.69492 0.62066
O -3.40414 -7.67669 1.27456
C -3.93845 -8.55741 -0.78147
C -4.12548 -9.69817 -1.53913
C -4.55969 -9.55698 -2.84705
C -4.79895 -8.29292 -3.37079
C -4.59888 -7.16180 -2.59064
C -4.16092 -7.28897 -1.28239
H -3.93901 -10.67212 -1.11265
H -4.71528 -10.43639 -3.45648
H -5.14275 -8.18959 -4.39139
H -4.78212 -6.17745 -2.99914
H -3.99824 -6.41666 -0.66435
O -0.21519 6.18650 4.00708
N -0.54416 6.63446 2.92937
O 0.21406 6.78933 1.99154
C -1.95554 7.01331 2.74442
C -2.82751 6.85876 3.80655
C -4.15115 7.22671 3.63170
C -4.57786 7.73739 2.41237
C -3.68310 7.88026 1.36055
C -2.35597 7.51622 1.52109
H -2.47697 6.46001 4.74630
H -4.84940 7.11615 4.44978
H -5.61209 8.02750 2.28285
H -4.01367 8.27979 0.41173
H -1.65089 7.62943 0.71173
O 8.07549 10.38173 2.19276
N 7.02516 10.89479 1.86604
O 6.91477 12.02018 1.42670
C 5.79674 10.09318 2.01342
C 5.89349 8.81852 2.53955
C 4.73445 8.07352 2.68406
C 3.50906 8.60651 2.30462
C 3.43850 9.88801 1.77338
C 4.59014 10.64445 1.62502
H 6.85473 8.42166 2.82873
H 4.78697 7.07480 3.09544
H 2.60658 8.01862 2.41975
H 2.48456 10.29824 1.47137
H 4.55496 11.64220 1.21474
```

Calculated values
Total energy = -99124.5418 eV
Total charge = 0
SMILES = CCOCCO[C@](COC)(NP(CC)CC)OCCNC[C@H](C)O.O=[N+]([O-])c1ccccc1.O=[N+]([O-])c1ccccc1.O=[N+]([O-])c1ccccc1.O=[N+]([O-])c1ccccc1.O=[N+]([O-])c1ccccc1